--- a ---
2 unconnected molecules or ions with the total composition C4H14N2O, computed with ωB97M-V/def2-TZVPD.

Last column: Mulliken spin population.
Positions of all 21 atoms, in Å:
1 C 1.18 -0.07 -0.58  0.14
2 C -0.06 -0.02 0.40  0.01
3 C -0.86 1.29 0.30  0.00
4 N -2.16 1.10 1.07  0.09
5 C 0.90 -0.90 -1.90  0.03
6 N 1.55 -0.53 -3.22  0.68
7 H 2.04 -0.25 0.04  -0.01
8 H 1.39 1.03 -1.00  0.00
9 H 0.10 -0.40 1.52  0.01
10 H -0.62 -0.94 0.06  0.00
11 H -1.10 1.47 -0.83  0.00
12 H -0.19 2.06 0.67  0.00
13 H -2.29 1.95 1.71  0.00
14 H -2.11 0.10 1.67  0.00
15 H 1.21 -1.90 -1.49  0.06
16 H -0.10 -0.96 -2.18  -0.01
17 H 1.07 0.25 -3.67  0.00
18 H 2.55 -0.29 -3.09  -0.01
19 H -0.31 -1.51 3.41  0.00
20 H -1.34 -0.50 3.25  0.00
21 O -0.86 -0.99 3.85  0.00

Results
HOMO level (alpha / beta) in eV: -13.4 / -12.9
Frontier orbital gap (alpha / beta) in eV: 10.0 / 3.5
Total charge: +1
Spin multiplicity: 2
<S²>: 0.757

---

--- b ---
2 unconnected molecules or ions with the total composition C4H14N2O, computed with ωB97M-V/def2-TZVPD.

Last column: Mulliken spin population.
Positions of all 21 atoms, in Å:
1 C -1.49 -0.36 -0.14  0.01
2 C -0.13 0.43 -0.21  0.04
3 C 0.61 0.25 -1.55  0.03
4 N 1.92 1.01 -1.58  0.85
5 C -1.75 -0.48 1.36  0.00
6 N -3.08 -0.97 1.79  0.01
7 H -1.25 -1.46 -0.54  0.00
8 H -2.16 0.09 -0.70  0.00
9 H 0.58 0.15 0.65  0.00
10 H -0.28 1.49 0.12  0.00
11 H -0.08 0.36 -2.34  0.01
12 H 0.60 -0.83 -1.58  0.08
13 H 2.67 0.73 -1.00  -0.01
14 H 2.21 1.09 -2.57  -0.01
15 H -0.96 -0.90 1.94  0.00
16 H -1.65 0.62 1.62  0.00
17 H -3.77 -0.28 1.46  0.00
18 H -3.29 -1.86 1.45  0.00
19 H 3.72 1.01 1.10  0.00
20 H 3.71 -0.56 0.39  0.00
21 O 3.86 0.46 0.31  0.00

Results
HOMO level (alpha / beta) in eV: -12.3 / -12.3
Frontier orbital gap (alpha / beta) in eV: 9.0 / 3.8
Total charge: +1
Spin multiplicity: 2
<S²>: 0.755

---

--- c ---
2 unconnected molecules or ions with the total composition C4H14N2O, computed with ωB97M-V/def2-TZVPD.

Last column: Mulliken spin population.
Positions of all 21 atoms, in Å:
1 C 2.28 -1.32 -0.46  0.01
2 C 0.94 -0.68 -0.13  0.00
3 C 0.95 0.84 -0.25  0.10
4 C -0.48 1.41 -0.48  0.04
5 N -0.89 1.17 -1.80  0.80
6 N 0.57 -1.07 1.24  0.01
7 H 2.72 -0.84 -1.35  0.00
8 H 3.04 -1.19 0.31  0.00
9 H 2.20 -2.36 -0.77  0.00
10 H 0.19 -1.10 -0.80  0.00
11 H 1.62 1.08 -1.07  -0.01
12 H 1.33 1.25 0.68  0.02
13 H -1.16 0.86 0.20  0.07
14 H -0.56 2.47 -0.24  0.00
15 H -0.66 0.28 -2.25  -0.02
16 H -0.95 1.94 -2.46  -0.02
17 H -0.30 -0.64 1.54  0.00
18 H 0.37 -2.07 1.27  0.00
19 H -3.31 0.34 2.82  0.00
20 H -4.03 -0.66 1.95  0.00
21 O -3.89 0.28 2.05  0.00

Results
HOMO level (alpha / beta) in eV: -13.4 / -13.4
Frontier orbital gap (alpha / beta) in eV: 10.0 / 4.9
Total charge: +1
Spin multiplicity: 2
<S²>: 0.754

---

c wins, 1.578 eV ahead of the next structure.

---

--- a ---
CH3NO2 in the gas phase, computed with ωB97M-V/def2-TZVPD.

Last column: Mulliken spin population.
Positions of all 7 atoms, in Å:
1 C -0.32 0.50 0.00  -0.01
2 N -0.75 -0.66 0.23  0.10
3 O 0.94 0.94 0.05  0.71
4 O 1.74 -0.36 0.19  1.25
5 H -0.98 1.37 -0.36  0.02
6 H 0.90 -0.57 0.05  -0.06
7 H -1.53 -1.21 -0.17  -0.01

Results
HOMO level (alpha / beta) in eV: -7.7 / -10.5
Frontier orbital gap (alpha / beta) in eV: 8.7 / 8.1
Spin multiplicity: 3
<S²>: 2.012

---

--- b ---
CH3NO2 in the gas phase, computed with ωB97M-V/def2-TZVPD.

Last column: Mulliken spin population.
Positions of all 7 atoms, in Å:
1 C 0.67 0.43 0.01  0.75
2 N 0.00 -0.65 0.04  0.28
3 O -1.70 0.74 0.04  0.67
4 O -1.37 -0.53 -0.01  0.29
5 H 0.23 1.33 -0.21  0.04
6 H 1.79 0.22 0.04  0.00
7 H 0.38 -1.54 0.08  -0.02

Results
HOMO level (alpha / beta) in eV: -5.9 / -11.1
Frontier orbital gap (alpha / beta) in eV: 6.9 / 9.8
Spin multiplicity: 3
<S²>: 2.006

---

b wins, 0.282 eV ahead of the next structure.

---

--- a ---
C21H26N2O4 in the gas phase, computed with ωB97M-V/def2-TZVPD.

Last column: Löwdin charge in e.
Positions of all 53 atoms, in Å:
1 C -6.09 -2.19 -1.29  -0.08
2 O -4.98 -1.34 -1.13  -0.09
3 C -4.12 -1.57 -0.10  -0.20
4 C -4.29 -2.57 0.86  -0.02
5 C -3.36 -2.75 1.87  -0.09
6 C -2.25 -1.94 1.94  -0.08
7 C -2.07 -0.93 1.00  0.00
8 C -2.99 -0.74 -0.01  -0.19
9 O -2.73 0.23 -0.97  -0.09
10 C -3.68 1.28 -1.07  -0.17
11 C -3.47 2.39 -0.03  -0.14
12 C -2.38 3.41 -0.37  -0.10
13 C -0.98 3.08 0.15  -0.47
14 O -0.38 3.85 0.87  0.06
15 N -0.50 1.90 -0.31  0.14
16 C 0.74 1.30 -0.05  -0.23
17 C 1.73 1.88 0.74  0.00
18 C 2.92 1.23 0.96  -0.01
19 C 3.19 -0.02 0.39  -0.23
20 N 4.39 -0.67 0.69  -0.11
21 C 4.61 -2.04 0.28  -0.15
22 C 5.23 -2.11 -1.13  -0.19
23 O 6.44 -1.38 -1.17  -0.13
24 C 6.23 -0.03 -0.79  -0.19
25 C 5.63 0.07 0.62  -0.14
26 C 2.18 -0.60 -0.40  -0.02
27 C 0.98 0.05 -0.61  -0.03
28 H -5.78 -3.23 -1.44  0.10
29 H -6.60 -1.84 -2.19  0.10
30 H -6.77 -2.12 -0.44  0.10
31 H -5.15 -3.21 0.81  0.10
32 H -3.52 -3.53 2.59  0.10
33 H -1.52 -2.08 2.72  0.10
34 H -1.20 -0.30 1.05  0.10
35 H -3.55 1.68 -2.08  0.13
36 H -4.69 0.88 -0.98  0.12
37 H -3.26 1.93 0.94  0.12
38 H -4.42 2.92 0.07  0.11
39 H -2.32 3.54 -1.46  0.12
40 H -2.64 4.38 0.06  0.12
41 H -1.14 1.32 -0.84  0.11
42 H 1.55 2.84 1.19  0.10
43 H 3.65 1.69 1.60  0.11
44 H 3.68 -2.61 0.33  0.12
45 H 5.32 -2.48 0.99  0.13
46 H 5.49 -3.13 -1.39  0.13
47 H 4.53 -1.70 -1.87  0.12
48 H 7.21 0.45 -0.83  0.12
49 H 5.55 0.46 -1.50  0.13
50 H 5.48 1.11 0.87  0.11
51 H 6.33 -0.37 1.34  0.13
52 H 2.33 -1.56 -0.86  0.10
53 H 0.23 -0.42 -1.22  0.12

Results
HOMO level in eV: -7.2
Frontier orbital gap in eV: 7.9
Structure (SMILES): COc1ccccc1OCCCC(=O)Nc1ccc(N2CCOCC2)cc1

---

--- b ---
C21H26N2O4 in the gas phase, computed with ωB97M-V/def2-TZVPD.

Last column: Löwdin charge in e.
Positions of all 53 atoms, in Å:
1 C -3.03 -2.35 -1.99  -0.08
2 O -3.19 -1.62 -0.80  -0.13
3 C -2.10 -1.48 0.04  -0.20
4 C -0.84 -1.97 -0.29  -0.04
5 C 0.24 -1.80 0.55  -0.10
6 C 0.09 -1.13 1.74  -0.09
7 C -1.16 -0.64 2.09  0.00
8 C -2.28 -0.81 1.27  -0.20
9 O -3.42 -0.34 1.83  -0.02
10 C -4.65 -0.17 1.16  -0.17
11 C -4.86 1.28 0.69  -0.15
12 C -4.02 1.64 -0.54  -0.10
13 C -2.57 1.88 -0.13  -0.47
14 O -2.27 2.52 0.86  0.08
15 N -1.67 1.35 -1.01  0.14
16 C -0.28 1.26 -0.89  -0.23
17 C 0.43 1.79 0.18  -0.01
18 C 1.80 1.61 0.27  -0.02
19 C 2.51 0.89 -0.70  -0.23
20 N 3.89 0.72 -0.66  -0.10
21 C 4.69 1.38 0.35  -0.14
22 C 4.79 0.54 1.63  -0.19
23 O 5.33 -0.74 1.33  -0.13
24 C 4.55 -1.40 0.37  -0.18
25 C 4.44 -0.59 -0.93  -0.13
26 C 1.79 0.40 -1.79  -0.03
27 C 0.42 0.58 -1.88  -0.04
28 H -4.01 -2.35 -2.47  0.10
29 H -2.73 -3.38 -1.80  0.10
30 H -2.31 -1.88 -2.67  0.09
31 H -0.70 -2.49 -1.22  0.10
32 H 1.20 -2.20 0.25  0.09
33 H 0.92 -0.98 2.41  0.10
34 H -1.31 -0.12 3.01  0.13
35 H -4.76 -0.86 0.32  0.11
36 H -5.41 -0.40 1.91  0.13
37 H -4.59 1.95 1.50  0.12
38 H -5.92 1.41 0.46  0.11
39 H -4.09 0.86 -1.29  0.11
40 H -4.39 2.58 -0.96  0.12
41 H -2.05 0.86 -1.81  0.14
42 H -0.09 2.34 0.94  0.11
43 H 2.30 2.03 1.13  0.10
44 H 4.28 2.37 0.56  0.12
45 H 5.70 1.50 -0.07  0.13
46 H 5.47 1.00 2.35  0.13
47 H 3.80 0.42 2.08  0.12
48 H 5.03 -2.37 0.20  0.13
49 H 3.53 -1.57 0.77  0.12
50 H 3.83 -1.14 -1.65  0.11
51 H 5.45 -0.46 -1.35  0.13
52 H 2.30 -0.11 -2.59  0.11
53 H -0.11 0.18 -2.74  0.11

Results
HOMO level in eV: -7.3
Frontier orbital gap in eV: 7.8
Structure (SMILES): COc1ccccc1OCCCC(=O)Nc1ccc(N2CCOCC2)cc1

---

a wins, 0.083 eV ahead of the next structure.

---

--- a ---
2 unconnected molecules or ions with the total composition C15H18O, computed with ωB97M-V/def2-TZVPD.

Last column: Löwdin charge in e.
Positions of all 34 atoms, in Å:
1 C 2.23 2.79 2.10  -0.11
2 C 2.71 1.42 1.66  -0.23
3 C 2.30 0.95 0.30  -0.24
4 C 1.25 0.07 0.03  -0.04
5 C 0.92 -0.41 -1.20  -0.01
6 C 1.76 -0.06 -2.29  -0.32
7 O 1.48 -0.63 -3.47  0.06
8 C 2.85 0.76 -2.02  -0.04
9 C 3.12 1.32 -0.77  -0.03
10 H 2.38 3.54 1.31  0.07
11 H 2.80 3.14 2.96  0.07
12 H 1.18 2.96 2.34  0.07
13 H 3.79 1.39 1.78  0.11
14 H 2.39 0.69 2.42  0.11
15 H 0.67 -0.32 0.86  0.12
16 H 0.17 -1.16 -1.38  0.10
17 H 2.19 -0.72 -4.09  0.10
18 H 3.39 1.07 -2.91  0.11
19 H 3.92 2.03 -0.72  0.11
20 C -2.37 -3.12 -0.93  -0.06
21 C -2.72 -1.90 -0.11  -0.27
22 C -2.42 -0.65 -0.71  -0.08
23 C -2.41 0.52 0.02  -0.09
24 C -2.84 0.43 1.35  -0.11
25 C -3.37 -0.74 1.89  -0.09
26 C -3.38 -1.91 1.11  -0.05
27 H -2.99 -4.00 -0.78  0.07
28 H -1.32 -3.35 -0.79  0.08
29 H -2.41 -2.88 -1.99  0.08
30 H -2.24 -0.63 -1.77  0.11
31 H -2.20 1.49 -0.38  0.11
32 H -2.89 1.32 1.96  0.10
33 H -4.05 -0.63 2.72  0.10
34 H -3.86 -2.79 1.51  0.11

Results
HOMO level in eV: -8.3
Frontier orbital gap in eV: 9.1
Structure (SMILES): CCc1ccc(O)cc1.Cc1ccccc1

---

--- b ---
2 unconnected molecules or ions with the total composition C15H18O, computed with ωB97M-V/def2-TZVPD.

Last column: Löwdin charge in e.
Positions of all 34 atoms, in Å:
1 C 0.50 -0.78 -3.16  -0.09
2 C 1.17 -0.14 -1.93  -0.19
3 C 0.50 1.13 -1.44  -0.22
4 C 0.67 1.45 -0.09  -0.04
5 C 0.04 2.55 0.47  -0.02
6 C -0.65 3.42 -0.35  -0.31
7 O -1.33 4.51 0.25  -0.01
8 C -0.90 3.11 -1.67  -0.01
9 C -0.31 1.96 -2.19  -0.04
10 H -0.34 -1.38 -2.87  0.06
11 H 1.20 -1.42 -3.70  0.07
12 H 0.15 -0.04 -3.87  0.05
13 H 1.09 -0.87 -1.13  0.08
14 H 2.19 0.09 -2.21  0.12
15 H 1.28 0.73 0.45  0.11
16 H 0.09 2.65 1.55  0.11
17 H -2.23 4.18 0.41  0.10
18 H -1.52 3.72 -2.31  0.12
19 H -0.44 1.75 -3.25  0.10
20 C 0.70 -0.65 3.53  -0.05
21 C 0.15 -1.34 2.31  -0.29
22 C 0.94 -2.37 1.74  -0.05
23 C 0.47 -3.12 0.69  -0.09
24 C -0.82 -2.89 0.22  -0.11
25 C -1.58 -1.87 0.73  -0.08
26 C -1.09 -1.09 1.79  -0.06
27 H 0.03 -0.81 4.38  0.09
28 H 0.89 0.43 3.44  0.08
29 H 1.68 -1.01 3.77  0.06
30 H 1.96 -2.36 2.11  0.10
31 H 1.08 -3.92 0.28  0.10
32 H -1.23 -3.58 -0.50  0.10
33 H -2.56 -1.65 0.34  0.10
34 H -1.79 -0.36 2.19  0.12

Results
HOMO level in eV: -8.8
Frontier orbital gap in eV: 9.6
Structure (SMILES): CCc1ccc(O)cc1.Cc1ccccc1

---

b wins, 0.242 eV ahead of the next structure.

---

--- a ---
3 unconnected molecules or ions with the total composition C4H14NO2S, computed with ωB97M-V/def2-TZVPD.

Last column: Löwdin charge in e.
Positions of all 22 atoms, in Å:
1 C 1.98 1.13 1.25  -0.33
2 N 0.64 1.72 1.48  -0.07
3 C 0.27 2.40 0.17  -0.34
4 C 0.11 1.46 -0.96  -0.75
5 S 1.26 1.85 -2.41  -0.01
6 C 2.11 -0.39 1.05  -0.13
7 H 2.59 1.29 2.29  0.12
8 H 2.57 1.78 0.54  0.10
9 H 0.09 1.02 1.68  0.00
10 H -0.76 2.70 0.36  0.08
11 H 0.92 3.31 0.15  0.11
12 H 0.25 0.44 -0.74  -0.02
13 H -0.84 1.20 -1.65  0.05
14 H 3.20 -0.60 0.89  0.08
15 H 1.56 -0.88 0.21  0.06
16 H 1.69 -0.82 1.97  0.06
17 H -3.72 -3.77 1.21  0.08
18 H -3.07 -4.67 2.21  -0.02
19 O -3.82 -4.64 1.69  -0.06
20 H -1.64 -1.71 -4.11  0.07
21 H -2.91 -0.99 -3.76  0.04
22 O -2.46 -1.84 -3.54  -0.11

Results
HOMO level in eV: -2.3
Frontier orbital gap in eV: 5.0
Total charge: -1

---

--- b ---
3 unconnected molecules or ions with the total composition C4H14NO2S, computed with ωB97M-V/def2-TZVPD.

Last column: Löwdin charge in e.
Positions of all 22 atoms, in Å:
1 C 1.31 -2.28 0.35  -0.30
2 N 0.96 -0.86 0.46  -0.08
3 C 0.62 -0.31 -0.90  -0.32
4 C 0.76 1.21 -1.03  -0.70
5 S -0.86 2.08 -0.85  0.17
6 C 0.25 -3.22 -0.23  -0.10
7 H 1.67 -2.61 1.31  0.10
8 H 2.14 -2.28 -0.36  0.09
9 H 0.08 -0.77 0.97  0.09
10 H 1.35 -0.75 -1.56  0.09
11 H -0.40 -0.54 -1.16  0.07
12 H 1.33 1.65 -0.25  -0.01
13 H 1.18 1.46 -2.00  0.03
14 H -0.51 -3.46 0.52  0.07
15 H 0.77 -4.16 -0.48  0.06
16 H -0.18 -2.86 -1.16  0.06
17 H 1.46 1.03 1.48  -0.02
18 H 0.38 2.05 1.69  -0.02
19 O 1.18 1.70 2.13  -0.13
20 H -2.15 -0.64 1.09  -0.01
21 H -2.83 0.60 0.42  -0.03
22 O -2.95 -0.34 0.65  -0.11

Results
HOMO level in eV: -3.0
Frontier orbital gap in eV: 6.4
Total charge: -1

---

b wins, 2.593 eV ahead of the next structure.